# C33H42As2MnNSSi2Te

C33H42As2MnNSSi2Te as an isolated structure (ωB97M-V/def2-TZVPD, the Open Molecules 2025 dataset).

Properties
<S²>	6.270
HOMO-LUMO gap (spin up / spin down)	6.94 / 7.02	eV
2S+1	5
largest force on an atom	0.45	eV/Å
energy above the lowest of the compared OMol25 structures with the same formula, charge and spin	0.0	kcal per mole

Positions of all 83 atoms, in Å:
H1 -1.2995 2.9869 -0.2192
As1 -1.9942 -1.6741 0.0615
H2 0.9175 0.9394 -4.0619
C1 2.2489 2.3072 -1.5916
H3 0.3059 0.8461 4.3102
C2 1.9605 2.5739 3.2459
C3 -4.5698 -0.1326 -3.5910
H4 4.7322 0.7116 -1.3315
H5 -2.8411 -3.8593 -0.8828
H6 2.3782 2.0175 -2.6372
H7 3.8308 -2.5875 -1.9698
C4 -3.0005 0.4866 3.7561
C5 2.8520 1.4876 1.2803
H8 -4.0174 -2.7386 1.1036
H9 5.3420 2.6930 3.2513
C6 -0.1356 0.9429 -3.7881
H10 3.3997 3.4178 4.5947
C7 -3.1519 1.3272 1.5089
C8 -3.1876 -0.2012 -3.6765
As2 -0.4712 -0.6014 -2.6547
H11 -5.1478 0.1870 -4.4486
C9 4.3378 2.4695 2.9119
C10 3.2450 2.8725 3.6717
H12 -6.2338 0.7565 2.8265
H13 -3.7566 -1.1227 1.8299
C11 -2.3619 0.9573 2.5953
H14 0.2493 3.6698 0.2753
C12 -5.1549 0.8063 2.7612
H15 -1.0851 3.6194 1.4190
C13 -0.4485 0.2436 3.8067
C14 1.3723 -5.3100 -3.1413
C15 -3.0749 -0.9686 -1.3982
H16 -2.7307 -2.4941 2.3008
H17 -1.4319 -4.1178 0.1978
H18 4.1059 -3.6171 -4.1800
H19 -0.4493 -2.9848 -3.5065
H20 3.7548 -0.5287 -2.1080
H21 -0.5444 -1.7034 2.8644
H22 1.3030 2.8402 -1.5079
H23 -0.3580 1.8561 -3.2415
C16 -2.4277 -0.6021 -2.5819
H24 2.5235 -5.3621 -4.9554
C17 2.0767 -3.7167 -1.4554
C18 0.1640 -1.0944 3.4279
C19 1.7517 1.8521 2.0705
H25 -2.7100 0.0708 -4.6097
C20 -4.4603 -0.8874 -1.3144
Si1 0.0861 1.4301 1.2930
H26 -5.1383 1.5579 0.7541
H27 3.0505 3.0150 -1.3561
C21 -4.3730 0.4093 3.8467
C22 -5.2056 -0.4631 -2.4042
Te1 1.8203 -2.8118 0.4543
H28 -6.2835 -0.3953 -2.3276
H29 1.0578 -0.9334 2.8167
H30 -0.7375 0.8889 -4.6924
Mn1 0.3895 -0.6139 -0.1885
C23 3.1221 -3.3416 -2.2990
Si2 2.4393 0.8061 -0.4352
C24 -0.5967 3.0678 0.6104
C25 1.2165 -4.7243 -1.8926
H31 -2.7018 1.6613 0.5856
C26 -3.2770 -2.0328 1.4791
H32 1.1138 2.9078 3.8389
H33 0.4631 -1.6486 4.3190
C27 -4.5401 1.2578 1.6062
H34 5.0018 1.5129 1.1214
H35 -4.9653 -1.1464 -0.3917
H36 0.6899 -6.0913 -3.4545
S1 -1.8365 0.0513 4.9907
H37 -4.8407 0.0414 4.7516
H38 4.3713 -0.8062 -0.4713
C28 -1.8517 -3.5037 -0.5962
H39 -1.1755 -3.5428 -1.4466
C29 2.4012 -4.9067 -3.9808
C30 4.1397 1.7987 1.7158
H40 0.9961 -2.1230 -4.0254
N1 -0.9826 0.9852 2.6591
H41 -0.5540 -1.8361 -4.8651
H42 0.4182 -5.0610 -1.2431
C31 3.9687 -0.0518 -1.1477
C32 3.2823 -3.9267 -3.5472
C33 -0.0816 -2.0412 -3.9050

Just the Löwdin charges please, in e? Sure, here they are: 0.014, 1.110, 0.025, -0.215, 0.079, -0.099, -0.078, 0.031, 0.041, 0.010, 0.064, -0.495, -0.312, 0.039, 0.101, -0.277, 0.101, -0.071, -0.106, 1.139, 0.106, -0.085, -0.084, 0.099, -0.008, -0.331, 0.020, -0.112, 0.041, -0.610, -0.104, -0.408, 0.038, 0.022, 0.103, 0.014, 0.009, 0.046, -0.001, 0.030, -0.396, 0.099, -0.638, -0.125, -0.307, 0.091, -0.103, 0.547, 0.103, 0.037, -0.106, -0.073, 0.812, 0.107, 0.030, 0.020, -0.088, -0.166, 0.454, -0.199, -0.190, 0.077, -0.250, 0.106, 0.083, -0.112, 0.099, 0.094, 0.103, 1.002, 0.108, 0.011, -0.292, -0.014, -0.105, -0.089, 0.023, -0.141, 0.036, 0.074, -0.247, -0.101, -0.259